Entry 1:
The following is a quantum chemistry calculation of a molecular structure, C3F9KO9S3 in a non-equilibrium geometry, from the Open Molecules 2025 dataset.

Its multiplicity is 1. For the calculated total energy, the calculation gives -3484.990244 hartree. The value obtained for the largest force on an atom is 4.7 eV Å⁻¹. The LUMO energy comes out at 4.03 eV. As for the net charge: -2.

Each line ends with the Mulliken charge.
Positions of all 25 atoms, in Å:
K (-22.0592, 7.9566, -1.7398)  0.98
S (-24.2465, 7.3566, -4.7008)  1.12
S (-18.0791, 6.2951, -2.0104)  0.99
S (-22.5786, 5.2256, 0.6082)  1.14
F (-16.0965, 6.4824, -0.1440)  -0.24
F (-24.0428, 2.9490, 0.6038)  -0.23
F (-26.6978, 6.3328, -4.2857)  -0.23
F (-26.4004, 6.9989, -6.3438)  -0.23
F (-24.5004, 4.3036, -1.0401)  -0.21
F (-25.2604, 4.6712, 0.9090)  -0.23
F (-17.9322, 5.4822, 0.4822)  -0.21
F (-17.8725, 7.6458, 0.2632)  -0.24
F (-25.4019, 5.1311, -5.5912)  -0.21
O (-22.8246, 6.6933, 0.4784)  -0.74
O (-17.3828, 7.2913, -2.8099)  -0.69
O (-17.7114, 4.9202, -2.3493)  -0.68
O (-23.5568, 6.3898, -3.8033)  -0.61
O (-21.6388, 4.7053, -0.4350)  -0.61
O (-19.5040, 6.5300, -1.8554)  -0.49
O (-24.7604, 8.5394, -4.0691)  -0.69
O (-22.2051, 4.8317, 1.9977)  -0.70
O (-23.4825, 7.7008, -5.9269)  -0.68
C (-24.2572, 4.1925, 0.2691)  0.59
C (-25.7960, 6.3745, -5.2994)  0.54
C (-17.4259, 6.4958, -0.1993)  0.59

Force components x, y, z for each atom (eV/Å):
K 0.173 -0.956 -0.204
S 2.510 -1.020 -1.391
S 0.637 -0.995 -0.318
S 2.660 -0.982 0.235
F 0.449 -0.036 0.466
F -0.136 -1.212 0.124
F 0.249 -0.309 -0.716
F 0.355 -0.962 0.412
F -0.287 -0.494 -0.187
F -2.096 0.657 1.432
F 0.255 -0.039 0.934
F -0.050 0.812 1.027
F -0.817 0.365 -0.463
O -0.634 -1.564 -0.095
O 0.031 0.218 0.524
O -0.178 0.850 0.519
O -1.287 1.459 -1.084
O -2.406 0.916 1.812
O 0.025 0.398 0.203
O -0.807 0.468 0.895
O -1.166 0.517 -1.924
O -1.305 -1.058 1.288
C 3.867 2.359 -1.276
C 1.208 1.383 1.222
C -1.250 -0.773 -3.434

Entry 2:
The following is a quantum chemistry calculation of a molecular structure, C3FInO3 in a non-equilibrium geometry, from the Open Molecules 2025 dataset.

Its multiplicity is 1. For the calculated total energy, the calculation gives -629.871114 hartree. The value obtained for the largest force on an atom is 2.4 eV Å⁻¹. The LUMO energy comes out at -2.49 eV.

Each line ends with the Mulliken charge.
Positions of all 8 atoms, in Å:
In (-1.0573, 0.1402, 2.8873)  0.89
F (-2.6906, 1.1815, -0.8936)  -0.28
O (2.6272, -1.2633, -0.4160)  -0.63
O (1.8019, 0.8356, -0.5487)  -0.61
O (0.3920, -0.9970, -0.6545)  -0.46
C (-0.6340, -0.2179, -0.7366)  0.35
C (1.7860, -0.3849, -0.5256)  0.61
C (-1.6373, 0.4487, -0.7360)  0.14

Force components x, y, z for each atom (eV/Å):
In 0.213 -0.006 -0.928
F -0.383 0.284 -0.253
O -1.034 0.173 -0.017
O -0.755 -0.085 0.173
O -1.337 -0.271 -0.054
C 0.418 -0.107 0.222
C 2.369 0.387 0.113
C 0.510 -0.375 0.744

Entry 3:
The following is a quantum chemistry calculation of 2 unconnected molecules or ions with the total composition C3FO2 in a non-equilibrium geometry, from the Open Molecules 2025 dataset.

Its multiplicity is 1. For the calculated total energy, the calculation gives -364.420990 hartree. The value obtained for the largest force on an atom is 4.6 eV Å⁻¹. The LUMO energy (alpha / beta) comes out at 4.49 / 4.23 eV. As for the net charge: -1.

Each line ends with the Mulliken charge.
Positions of all 6 atoms, in Å:
F (-1.5107, 0.7134, -0.9452)  -0.10
O (0.1528, 0.5180, 1.2710)  -0.30
O (0.1149, -1.7378, 0.4961)  -0.58
C (-0.4093, 0.6141, -1.6381)  -0.19
C (0.3936, -0.6050, 0.5126)  0.89
C (1.2587, 0.4973, 0.3036)  -0.72

Force components x, y, z for each atom (eV/Å):
F -0.411 0.132 0.221
O -1.226 -0.177 0.960
O -1.789 -3.091 0.190
C 0.749 0.059 -0.054
C 3.216 3.281 -0.001
C -0.539 -0.204 -1.316

Entry 4:
The following is a quantum chemistry calculation of a molecular structure, C3FeO3 in a non-equilibrium geometry, from the Open Molecules 2025 dataset.

Its multiplicity is 6. As for the expectation value of S²: 8.80. For the calculated total energy, the calculation gives -1603.185702 hartree. The value obtained for the largest force on an atom is 5.7 eV Å⁻¹. The LUMO energy (alpha / beta) comes out at -6.64 / -8.02 eV. As for the net charge: +1.

Each line ends with the Mulliken charge.
Positions of all 7 atoms, in Å:
Fe (-0.5353, -0.2678, -1.1537)  0.91
O (1.1187, -1.0975, 2.0085)  -0.34
O (-0.8537, -0.7078, 0.7016)  -0.48
O (-0.3342, 1.8119, -1.1566)  -0.04
C (-0.1230, 2.9247, -1.1016)  0.14
C (0.6227, -1.7320, -0.1783)  -0.08
C (0.4925, -0.9097, 0.9152)  0.89

Force components x, y, z for each atom (eV/Å):
Fe -0.107 -0.310 0.211
O -1.519 1.815 -2.547
O 0.851 0.683 -0.550
O -0.200 -0.388 -0.220
C 0.109 0.694 0.052
C -0.257 0.335 -1.718
C 1.123 -2.828 4.772

Entry 5:
The following is a quantum chemistry calculation of a molecular structure, C3GaO3 in a non-equilibrium geometry, from the Open Molecules 2025 dataset.

Its multiplicity is 1. For the calculated total energy, the calculation gives -2264.345152 hartree. The value obtained for the largest force on an atom is 9.0 eV Å⁻¹. The LUMO energy (alpha / beta) comes out at -7.51 / -7.38 eV. As for the net charge: +1.

Each line ends with the Mulliken charge.
Positions of all 7 atoms, in Å:
Ga (-0.5542, 0.0178, -1.3969)  0.33
O (2.2493, 0.9086, 1.5731)  -0.26
O (0.3881, -1.3186, -0.7254)  -0.27
O (-2.3700, -0.0219, -0.6499)  0.16
C (1.6908, 0.3554, 0.6401)  0.82
C (0.7700, -0.1442, -0.0954)  -0.02
C (-3.3698, 0.0093, -0.1165)  0.24

Force components x, y, z for each atom (eV/Å):
Ga -1.290 2.444 -3.553
O -2.457 -2.612 -5.141
O 2.383 -0.131 2.386
O -0.662 -0.208 0.487
C 4.333 3.153 7.292
C -1.356 -2.686 -1.887
C -0.951 0.039 0.416

Entry 6:
The following is a quantum chemistry calculation of a gas-phase ion, C3H10B2FO2 (charge -1) in a non-equilibrium geometry, from the Open Molecules 2025 dataset.

Its multiplicity is 1. For the calculated total energy, the calculation gives -420.401202 hartree. The value obtained for the largest force on an atom is 2.7 eV Å⁻¹. The LUMO energy comes out at 3.76 eV. As for the net charge: -1.

Each line ends with the Mulliken charge.
Positions of all 18 atoms, in Å:
F (0.8324, 1.7051, 0.5597)  -0.37
O (-2.2629, 1.3718, 1.2479)  -0.64
O (-2.9694, -1.0382, 0.8264)  -0.67
C (2.5361, -0.2118, 0.8154)  -0.90
C (0.2887, -0.5651, -0.6644)  -0.66
C (1.3933, 0.5321, -0.1502)  0.49
B (-1.2138, 0.0421, -0.9540)  0.16
B (-2.1711, 0.1373, 0.4250)  0.45
H (-1.7714, -0.7629, -1.6448)  -0.29
H (3.6007, 0.1667, 0.4408)  0.22
H (1.9555, 0.9367, -1.1144)  0.16
H (0.6872, -0.9738, -1.7120)  0.12
H (-1.2142, 1.0453, -1.5790)  -0.28
H (2.4719, -1.3947, 0.6923)  0.27
H (-2.0016, 2.1731, 0.7020)  0.28
H (2.4473, 0.1149, 1.9483)  0.24
H (-2.8708, -1.7528, 0.1220)  0.28
H (0.2622, -1.5258, 0.0391)  0.15

Force components x, y, z for each atom (eV/Å):
F 0.997 -2.098 -1.123
O -0.486 -0.906 -1.505
O 0.934 0.747 -0.904
C 0.403 0.791 -0.381
C 1.552 -0.379 -0.228
C 0.784 -1.567 -0.436
B 0.060 -0.647 0.554
B -0.662 0.522 0.807
H -0.372 -0.717 -0.586
H -2.091 -0.955 0.901
H -1.316 -0.434 2.167
H -0.374 0.852 2.170
H 0.283 0.998 -0.463
H 0.089 2.715 0.329
H -0.095 -2.057 0.880
H -0.051 -0.779 -2.354
H 0.135 1.870 1.329
H 0.211 2.043 -1.155

Entry 7:
The following is a quantum chemistry calculation of a gas-phase ion, C3H10BFO2P (charge -1) in a non-equilibrium geometry, from the Open Molecules 2025 dataset.

Its multiplicity is 1. For the calculated total energy, the calculation gives -736.839379 hartree. The value obtained for the largest force on an atom is 2.9 eV Å⁻¹. The LUMO energy comes out at 3.73 eV. As for the net charge: -1.

Each line ends with the Mulliken charge.
Positions of all 18 atoms, in Å:
P (-0.9415, -0.2014, -2.0269)  -0.26
F (0.7625, 2.5411, 1.7308)  -0.37
O (-2.0231, 0.5937, -0.8916)  -0.51
O (0.1643, 0.9706, -2.7142)  -0.47
C (0.4163, 1.0939, 1.9771)  -0.17
C (0.1681, -1.0909, 0.5127)  -0.77
C (1.0630, 0.2720, 0.6840)  -0.18
B (-0.0312, -1.5761, -1.0467)  0.38
H (2.1612, -0.0448, 0.9914)  0.22
H (-0.7429, 0.9557, 2.0850)  0.20
H (-0.7080, -2.5422, -1.0227)  -0.20
H (-0.2104, 1.8899, -2.5630)  0.26
H (1.0387, -1.8578, -1.4663)  -0.20
H (0.7094, -1.9558, 1.1134)  0.17
H (-0.8952, -0.9318, 0.9946)  0.18
H (1.1443, 0.9345, -0.2794)  0.20
H (0.9041, 0.6830, 2.9638)  0.22
H (-2.9796, 0.2665, -1.0420)  0.29

Force components x, y, z for each atom (eV/Å):
P -1.947 -0.480 -2.148
F -0.776 -2.289 1.176
O -0.890 -0.597 -0.234
O -1.199 1.325 1.841
C 0.912 -0.485 -1.374
C 0.434 0.113 1.505
C -0.344 -0.465 1.515
B 0.902 1.184 1.976
H -2.129 0.783 -0.687
H 2.250 0.704 -0.591
H -0.853 -0.535 -0.404
H 0.589 -1.636 -0.315
H 0.640 0.022 -0.767
H -1.108 1.650 -0.885
H 2.028 -0.184 -0.669
H -0.508 -1.211 1.948
H -0.734 1.308 -1.765
H 2.735 0.792 -0.121

Entry 8:
The following is a quantum chemistry calculation of a molecular structure, C3H10BLiOP, from the Open Molecules 2025 dataset.

Its multiplicity is 1. For the calculated total energy, the calculation gives -569.063042 hartree. The value obtained for the largest force on an atom is 0.7 eV Å⁻¹. The LUMO energy comes out at -4.92 eV. As for the net charge: +1.

Each line ends with the Mulliken charge.
Positions of all 17 atoms, in Å:
P (-0.6261, 0.1523, 0.9514)  -0.05
O (-2.6709, 2.0335, 0.2572)  -0.42
C (1.0202, 0.7685, 0.3061)  -0.44
C (-0.8446, -1.4811, 0.0745)  -1.21
C (2.1604, -0.2530, 0.2307)  -1.10
B (-1.7789, 1.1902, -0.2420)  0.49
Li (0.1905, -1.3066, -2.0787)  0.95
H (0.8980, 1.2673, -0.6556)  0.38
H (-1.2217, -2.2312, 0.7595)  0.24
H (1.8407, -1.2665, -0.0059)  0.43
H (-2.6633, 2.0638, 1.2209)  0.34
H (-1.6956, 1.0620, -1.4357)  -0.12
H (2.8760, 0.0438, -0.5331)  0.32
H (0.0927, -1.8726, -0.3078)  0.26
H (1.3013, 1.5323, 1.0246)  0.27
H (-1.5855, -1.4007, -0.7320)  0.41
H (2.7067, -0.3021, 1.1659)  0.27

Force components x, y, z for each atom (eV/Å):
P 0.118 -0.074 0.332
O -0.226 0.270 -0.066
C -0.054 -0.282 -0.106
C -0.402 0.356 -0.430
C 0.042 0.310 -0.110
B 0.394 -0.290 0.131
Li -0.150 0.211 0.157
H -0.012 0.115 -0.145
H 0.022 -0.157 0.021
H 0.030 -0.191 0.040
H -0.150 0.114 0.095
H -0.034 -0.018 -0.092
H 0.126 0.049 -0.023
H 0.405 -0.397 0.221
H 0.014 0.254 -0.071
H -0.111 -0.096 -0.098
H -0.013 -0.173 0.144